1.
{"formula": "C3H13O4S", "method": "ωB97M-V with the def2-TZVPD basis set", "symbols": ["S", "O", "O", "O", "O", "C", "C", "C", "H", "H", "H", "H", "H", "H", "H", "H", "H", "H", "H", "H", "H"], "xyz": [[3.34526, 1.13612, -1.39116], [1.08106, -2.32863, 1.66563], [-3.62817, 1.53844, 2.81565], [-0.31481, -0.88732, 0.20755], [-1.78333, 1.00950, 0.94295], [1.67153, 0.70418, -0.81456], [1.02110, -0.28706, -1.77012], [-0.12312, -1.10986, -1.12485], [2.98661, 1.66545, -2.56548], [1.07276, -1.95465, 2.55493], [1.62238, 0.54104, 0.25955], [0.63767, 0.33185, -2.58351], [-1.07423, -0.75921, -1.58243], [-1.22469, 0.22695, 0.78105], [0.58718, -1.67692, 1.15086], [-3.59721, 0.89919, 3.53471], [-0.07474, -2.18213, -1.33794], [-2.92425, 1.19874, 2.21825], [1.71086, -0.96447, -2.26104], [-2.05383, 1.28664, 0.05989], [1.06197, 1.61216, -0.75994]], "forces_ev_per_a": [[0.01, -0.05, 0.57], [0.51, -0.27, 0.56], [0.42, -0.54, -0.02], [-0.21, -0.27, -1.21], [0.05, 0.13, -0.46], [-0.26, 1.09, -0.18], [-0.57, 0.04, 0.25], [0.24, 0.55, -0.13], [-0.14, 0.03, -0.03], [0.10, -0.16, -0.02], [0.82, -1.12, -0.04], [-0.21, -0.19, -0.12], [-0.12, -0.21, 0.12], [-0.12, 0.39, 0.35], [-0.05, -0.21, 0.20], [-0.24, 0.16, 0.14], [-0.04, -0.06, 0.01], [-0.48, 0.49, 0.13], [0.39, -0.13, 0.34], [-0.16, 0.17, 0.20], [0.07, 0.17, -0.66]], "spin_multiplicity": 2, "e_above_lowest_ev": 0.0813, "largest_force_ev_per_a": 1.4, "gap_ha": [0.357, 0.217], "s_squared": 0.75, "e_homo_ev": [-9.483, -9.475]}

***

2.
{"formula": "C3H14N2O2", "method": "ωB97M-V with the def2-TZVPD basis set", "symbols": ["O", "O", "N", "N", "C", "C", "C", "H", "H", "H", "H", "H", "H", "H", "H", "H", "H", "H", "H", "H", "H"], "xyz": [[0.75483, -1.10866, 4.07234], [1.37503, -1.84708, -2.57343], [-1.76882, -1.61617, -1.10124], [-0.47269, 0.47621, -0.73329], [0.57259, 2.63451, 0.01002], [-1.19607, -0.68376, -0.14115], [0.46314, 1.10137, 0.22320], [0.19459, 0.86296, 1.30984], [-1.86275, 0.00681, 0.43132], [1.47839, 0.56982, 0.12197], [-0.32834, 3.17920, 0.02098], [1.30746, 3.13758, 0.65776], [-0.17785, -1.14443, 4.30990], [1.03291, -2.01766, 3.96557], [-0.58610, -1.19016, 0.57977], [-2.05725, -1.12479, -1.97165], [0.93453, 2.68191, -1.02646], [-0.97100, 0.86689, -1.58920], [-1.00999, -2.24186, -1.36674], [1.29971, -1.20836, -1.86431], [1.01767, -1.33432, -3.33520]], "forces_ev_per_a": [[-0.12, 0.34, -0.01], [-0.43, 0.45, -1.12], [0.21, 0.76, -0.11], [0.97, -1.10, -1.39], [1.93, -1.49, -0.88], [-1.06, 2.77, -0.45], [0.16, -0.02, 0.46], [-0.25, 0.29, -1.37], [-1.09, -1.99, 0.20], [-1.08, 1.08, 0.04], [-1.38, 0.29, 0.35], [-0.24, -0.40, -0.17], [0.09, -0.07, -0.02], [0.01, -0.27, -0.01], [0.54, -0.42, 0.11], [0.19, -0.47, 0.98], [0.13, 0.53, 0.15], [1.32, 0.03, 2.24], [-0.23, 0.05, -0.19], [-0.09, 0.31, 0.45], [0.42, -0.68, 0.73]], "e_above_lowest_ev": 1.9688, "largest_force_ev_per_a": 3.0, "gap_ha": 0.329, "e_homo_ev": -8.193}